Record 1
{"formula": "C18H66O24", "method": "wB97M-V/def2-TZVPD", "elements": ["O", "H", "H", "O", "H", "H", "O", "H", "H", "O", "H", "H", "O", "H", "H", "O", "H", "H", "C", "C", "O", "O", "H", "H", "H", "H", "H", "H", "C", "C", "O", "O", "H", "H", "H", "H", "H", "H", "C", "C", "O", "O", "H", "H", "H", "H", "H", "H", "C", "C", "O", "O", "H", "H", "H", "H", "H", "H", "C", "C", "O", "O", "H", "H", "H", "H", "H", "H", "C", "C", "O", "O", "H", "H", "H", "H", "H", "H", "C", "C", "O", "O", "H", "H", "H", "H", "H", "H", "C", "C", "O", "O", "H", "H", "H", "H", "H", "H", "C", "C", "O", "O", "H", "H", "H", "H", "H", "H"], "positions_angstrom": [[-1.38625, 0.66063, -4.84482], [-1.66909, -0.15778, -4.44177], [-0.84594, 1.17816, -4.28127], [-1.55901, -2.10431, -4.12090], [-0.77697, -2.28638, -3.58413], [-1.28351, -2.45829, -4.91931], [-3.96678, -1.48829, -3.15173], [-4.56275, -2.21436, -3.24577], [-3.15869, -1.75494, -3.55911], [-2.42226, -2.54967, 1.85468], [-2.50141, -3.34809, 2.39990], [-3.21049, -2.67728, 1.21859], [-1.34725, -3.26671, -0.78420], [-0.51617, -3.75823, -0.65068], [-1.67811, -3.28810, 0.10752], [-1.09640, 2.01171, -2.49630], [-2.01468, 2.04844, -2.80507], [-1.00407, 1.15250, -2.13334], [1.93112, -0.78658, -4.88993], [1.62823, -0.72737, -3.36077], [1.07329, -1.98179, -2.97391], [2.77384, 0.31516, -5.08096], [1.06941, -0.62008, -5.56133], [2.43612, -1.70426, -5.08477], [0.88210, 0.00480, -3.11592], [2.56433, -0.56561, -2.78208], [1.72777, -2.67411, -2.75855], [2.26074, 1.09455, -4.99522], [1.47874, 2.66240, 1.89614], [1.43485, 4.13351, 2.09869], [2.08227, 4.74093, 1.01264], [1.00015, 2.02073, 3.10413], [2.52583, 2.38799, 1.72646], [0.99700, 2.23157, 0.99010], [2.02503, 4.41775, 3.04396], [0.39241, 4.39053, 2.08500], [3.03433, 4.79149, 1.20281], [1.02287, 1.09115, 2.89458], [0.28749, -4.91239, 2.67613], [1.09832, -3.68672, 2.33625], [1.83637, -3.16620, 3.36178], [-0.50931, -5.35399, 1.57817], [-0.35485, -4.80887, 3.54041], [0.97958, -5.77360, 2.80783], [0.39691, -2.91968, 1.99160], [1.79598, -3.80514, 1.49426], [2.57328, -3.76429, 3.49697], [-0.04217, -6.14298, 1.30625], [-1.23124, -0.66269, 4.34643], [-0.64395, -1.96287, 4.87508], [-1.15094, -2.36179, 6.11025], [-1.08730, -0.48120, 2.94266], [-0.66828, 0.11689, 4.83968], [-2.24891, -0.55401, 4.59474], [0.46788, -1.87898, 4.88022], [-0.81684, -2.77969, 4.18039], [-0.97416, -3.30901, 6.21155], [-1.51278, -1.24272, 2.59083], [3.66092, 3.02673, -2.41791], [2.51362, 2.59540, -1.57693], [1.58224, 3.63785, -1.48771], [4.44467, 1.88958, -2.82305], [4.35997, 3.74710, -1.96709], [3.40982, 3.43417, -3.38699], [2.79385, 2.28854, -0.58853], [2.20523, 1.72648, -2.00309], [1.36106, 3.75920, -0.58052], [4.88061, 1.56441, -2.03344], [0.66897, -0.45022, -0.07671], [-0.80322, -0.20330, -0.29404], [-1.14674, -0.46230, -1.62712], [0.93096, -0.06645, 1.23636], [1.23049, 0.17450, -0.78280], [1.01970, -1.44061, -0.38440], [-1.13046, 0.79115, 0.04901], [-1.29874, -0.98165, 0.31675], [-0.90183, -1.34213, -1.83895], [0.14301, -0.23064, 1.77755], [-4.31817, 0.60853, -0.87483], [-5.78918, 0.75988, -1.08266], [-6.20977, 2.13358, -1.25976], [-4.00982, -0.70581, -0.53244], [-4.06493, 1.31394, -0.05824], [-3.80058, 0.93236, -1.77298], [-6.20317, 0.54643, -0.12178], [-6.14808, 0.08764, -1.81771], [-6.14471, 2.58722, -0.41266], [-4.34881, -1.26845, -1.19111], [5.43439, -1.44556, 1.46363], [3.94016, -1.45074, 1.20663], [3.56569, -0.08245, 0.97474], [5.83557, -2.79840, 1.57776], [5.51546, -0.95717, 2.38897], [5.94896, -0.90927, 0.72324], [3.37062, -1.78850, 2.05791], [3.71398, -2.04628, 0.34886], [2.62566, 0.01494, 1.23778], [6.75481, -2.94155, 1.70380], [-2.22175, 3.50477, 0.29392], [-2.49884, 4.88873, 0.86448], [-3.77891, 5.13439, 1.48700], [-0.94633, 3.61942, -0.30974], [-2.94529, 3.31024, -0.47657], [-2.16062, 2.70974, 1.01118], [-2.38501, 5.62734, 0.10640], [-1.71246, 5.13409, 1.56433], [-3.56287, 5.49302, 2.32862], [-0.91581, 3.05821, -1.11401]], "de_lowest_ev": 3.6829, "gap_ha": 0.328, "lumo_ev": -0.4, "e_homo_ev": -9.28}

***

Record 2
{"formula": "C9H17Cl2NO2Sn", "method": "wB97M-V/def2-TZVPD", "elements": ["Sn", "Cl", "Cl", "C", "H", "H", "C", "C", "H", "C", "H", "C", "H", "H", "C", "H", "H", "C", "H", "H", "H", "H", "N", "C", "C", "O", "O", "H", "H", "H", "H", "H"], "positions_angstrom": [[-0.75225, 0.97277, 0.41514], [-1.13560, 1.60512, -1.76036], [0.12028, 3.20149, 1.25376], [-2.25809, 1.06906, 1.77779], [-2.03045, 0.61717, 2.74875], [-3.27198, 0.89435, 1.23303], [-0.11204, -1.42737, 0.57511], [-1.39977, -1.11526, 0.64998], [0.50515, -1.19711, 1.41442], [-2.42976, -1.25873, -0.53574], [-1.90875, -1.17106, 1.59764], [-1.98929, -2.41352, -1.39321], [-3.45666, -1.34138, -0.13941], [-2.43741, -0.32832, -1.14345], [-0.54457, -2.24161, -1.81497], [-2.07703, -3.31559, -0.77850], [-2.63784, -2.51438, -2.24862], [0.40796, -2.15618, -0.63531], [-0.20921, -3.09243, -2.39042], [-0.41212, -1.35061, -2.42025], [0.58769, -3.16841, -0.19394], [1.40648, -1.73176, -0.87175], [2.65350, 3.08922, -0.15523], [3.09627, 2.09749, 0.84322], [2.11171, 0.95467, 0.89986], [1.97680, 0.26510, 1.91219], [1.35999, 0.87747, -0.18144], [2.45241, 2.61361, -1.04197], [3.35643, 3.79905, -0.27050], [1.75711, 3.47343, 0.23622], [4.09570, 1.70803, 0.57627], [3.17536, 2.58568, 1.84169]], "de_lowest_ev": 4.0714, "gap_ha": [0.192, 0.192], "lumo_ev": [-0.2, -0.2], "e_homo_ev": [-5.45, -5.45]}

***

Record 3
{"formula": "C6H13N", "method": "wB97M-V/def2-TZVPD", "elements": ["C", "C", "C", "C", "C", "N", "C", "H", "H", "H", "H", "H", "H", "H", "H", "H", "H", "H", "H", "H"], "positions_angstrom": [[1.82341, 2.12191, -0.64674], [1.26922, 0.71006, -0.69598], [-0.24827, 0.63810, -0.66793], [-0.88071, -0.52296, 0.12695], [-0.97613, -0.36608, 1.46130], [-0.93145, -1.44718, 2.35704], [-1.09429, -1.75490, -0.65162], [1.40591, 2.64900, -1.52407], [1.40104, 2.64301, 0.22007], [2.87490, 2.40364, -0.71590], [1.74271, 0.15237, 0.12975], [1.61423, 0.10305, -1.54174], [-0.75972, 1.52959, -0.28728], [-0.61381, 0.45702, -1.69024], [-0.69326, 0.60514, 1.84311], [-1.36027, -2.30117, 2.02387], [-1.25810, -1.21664, 3.29286], [-0.12189, -2.13199, -1.03366], [-1.54128, -1.63966, -1.66702], [-1.65225, -2.63231, -0.33278]], "de_lowest_ev": 0.9463, "gap_ha": [0.088, 0.277], "lumo_ev": [3.8, 3.6], "multiplicity": 2, "charge": -1, "e_homo_ev": [1.35, -3.91]}

***

Record 4
{"formula": "C32H31Br2N2O2PPtS", "method": "wB97M-V/def2-TZVPD", "elements": ["Pt", "Br", "C", "C", "C", "N", "C", "C", "C", "C", "C", "Br", "C", "C", "N", "H", "H", "H", "H", "H", "H", "O", "P", "C", "C", "C", "C", "C", "C", "C", "C", "C", "C", "C", "C", "C", "C", "C", "C", "C", "C", "H", "H", "H", "H", "H", "H", "H", "H", "H", "H", "H", "H", "H", "H", "H", "C", "C", "S", "O", "C", "C", "H", "H", "H", "H", "H", "H", "H", "H", "H", "H"], "positions_angstrom": [[-0.82420, -0.37987, -0.72585], [-3.61109, -5.62114, 2.46242], [-2.75717, -4.26072, 1.50980], [-2.88041, -4.17690, 0.13038], [-2.24024, -3.14021, -0.52133], [-1.50367, -2.23126, 0.11859], [-1.37160, -2.31437, 1.45673], [-1.99214, -3.31436, 2.18376], [-0.54219, -1.26291, 2.10655], [-0.02644, -1.38656, 3.38666], [0.74565, -0.34790, 3.89771], [1.47197, -0.48247, 5.61397], [0.97879, 0.78222, 3.12239], [0.44344, 0.82482, 1.84873], [-0.29136, -0.17522, 1.36424], [-3.46232, -4.89414, -0.42865], [-2.30863, -3.03234, -1.59564], [-1.90281, -3.35945, 3.25820], [-0.19823, -2.27382, 3.97628], [1.56440, 1.60814, 3.49778], [0.59011, 1.66535, 1.18156], [-0.39346, 1.78740, -1.12115], [-1.45816, 2.04876, -2.18490], [-1.95484, 3.75019, -2.31543], [-1.26968, 4.71458, -1.58115], [-1.65784, 6.04353, -1.66573], [-2.72499, 6.40090, -2.47533], [-3.41052, 5.43730, -3.20740], [-3.02861, 4.11070, -3.13055], [-2.86868, 1.03401, -1.65087], [-3.75453, 0.40123, -2.53061], [-4.79037, -0.36711, -2.03675], [-4.96284, -0.52339, -0.66115], [-4.10711, 0.10760, 0.22286], [-3.05595, 0.88922, -0.26238], [-0.98935, 1.42815, -3.79813], [-0.86506, 0.04788, -3.98265], [-0.44918, -0.46892, -5.19490], [-0.15053, 0.39930, -6.24086], [-0.26028, 1.77005, -6.06602], [-0.67888, 2.28722, -4.84870], [-0.43633, 4.42693, -0.95354], [-1.12754, 6.79740, -1.10081], [-3.02856, 7.43695, -2.53836], [-4.24172, 5.72384, -3.83662], [-3.56499, 3.36365, -3.70465], [-3.62344, 0.50451, -3.60027], [-5.47758, -0.84626, -2.72044], [-5.78637, -1.11725, -0.28953], [-4.25865, 0.02209, 1.29051], [-2.46330, 1.47435, 0.43187], [-1.11074, -0.63494, -3.16418], [-0.35968, -1.53782, -5.33144], [0.16506, 0.00166, -7.19567], [-0.02510, 2.44109, -6.88023], [-0.76431, 3.35905, -4.72278], [3.00919, 0.48732, -3.30248], [3.42616, -0.52080, -2.24931], [2.38643, -0.38469, -0.79148], [1.14329, -1.22302, -1.16110], [3.27536, -1.43230, 0.36965], [4.40273, -0.67264, 1.05061], [3.61411, 0.34752, -4.19665], [3.15613, 1.50697, -2.94866], [1.96313, 0.35998, -3.58021], [4.45102, -0.36175, -1.90693], [3.32837, -1.55643, -2.58144], [3.61843, -2.32102, -0.16230], [2.50288, -1.73974, 1.07898], [5.15971, -0.34005, 0.34107], [4.89758, -1.32614, 1.76669], [4.02881, 0.20066, 1.58358]], "gap_ha": [0.274, 0.281], "lumo_ev": [-6.0, -6.6], "multiplicity": 3, "charge": 2, "e_homo_ev": [-13.46, -14.24]}